This record from the OMol25 dataset describes 2 unconnected molecules or ions with the total composition C4H11N2S. The level of theory is wB97M-V/def2-TZVPD.

## Properties
relative energy (zero: lowest compared OMol25 entry of this formula, charge and spin)	1.741	eV
HOMO level	-0.09354	Ha

Structure (ORCA input):
```
! wB97M-V def2-TZVPD RIJCOSX def2/J DEFGRID3
* xyz -1 1
C -1.53059 -1.83301 -1.11477
N -0.22839 -2.27819 -1.66475
C 0.78806 -1.89004 -0.75631
N 1.60667 -0.94738 -1.09413
H -2.24087 -1.81033 -1.97418
H -1.86287 -2.48571 -0.25342
H -1.34119 -0.84004 -0.66747
H 0.05705 -1.92277 -2.55584
H 0.75197 -2.40139 0.19376
H 1.86409 -0.35835 -0.26665
C 0.02314 2.73328 1.67121
C 0.48480 1.59866 0.75244
S 1.06972 0.20429 1.70063
H 0.75860 2.87299 2.47848
H -0.95608 2.47724 2.09541
H -0.07954 3.69218 1.15047
H 1.25820 1.92095 0.09970
H -0.42277 1.26762 0.20542
*
```